1.
Here is the ion C7H14N with charge +1 from OMol25. Energies are from ωB97M-V/def2-TZVPD.

Summary:
- ΔE to the lowest compared entry with this formula, charge and spin: 205.5 kJ/mol
- HOMO: -13.15 eV
- Charge: +1
- Multiplicity: 1
- SMILES: CC(C)=C[C@H]1C[N@H+]1C

Geometry as XYZ:
```
22
Properties=species:S:1:pos:R:3:mulliken_charge:R:1
C -0.442 -0.303 0.440 -0.499
C 0.842 -0.385 -0.289 0.184
C 1.721 0.676 -0.707 -0.456
C -1.602 -0.182 -0.164 0.695
C -1.708 -0.153 -1.656 -1.488
C -2.889 0.008 0.560 -1.442
C 2.350 0.035 1.616 -0.836
N 2.213 -0.325 0.196 0.038
H -0.293 -0.066 1.482 0.288
H 0.794 -1.213 -1.006 0.428
H 2.070 0.762 -1.738 0.286
H 1.526 1.715 -0.376 0.221
H -2.584 0.402 -1.962 0.422
H -1.911 -1.180 -2.054 0.334
H -0.838 0.225 -2.214 0.350
H -2.763 -0.189 1.580 0.409
H -3.568 -0.618 0.000 0.405
H -3.181 1.125 0.563 0.305
H 1.551 -0.541 2.095 0.306
H 3.388 -0.176 2.083 0.333
H 2.222 1.151 1.796 0.303
H 3.104 -0.770 -0.242 0.415
```

2.
Here is a cluster of 2 separate species, C7H14N in total from OMol25. Energies are from ωB97M-V/def2-TZVPD.

Summary:
- ΔE to the lowest compared entry with this formula, charge and spin: 173.2 kJ/mol
- HOMO: -12.66 eV
- Charge: +1
- Multiplicity: 1

Geometry as XYZ:
```
22
Properties=species:S:1:pos:R:3:mulliken_charge:R:1
C 2.102 2.750 0.633 -1.143
C 1.664 1.656 -0.274 0.033
C 2.034 0.399 -0.028 -0.292
N 1.413 -0.805 -0.651 -0.269
H 2.702 2.407 1.513 0.324
H 2.705 3.466 0.076 0.324
H 1.221 3.323 0.929 0.318
H 0.916 1.899 -0.994 0.331
H 2.726 0.150 0.807 0.272
H 0.992 -0.617 -1.557 0.361
H 2.140 -1.493 -0.800 0.381
H 0.642 -1.209 -0.049 0.246
C -0.880 -2.576 0.043 -0.788
C -1.524 -1.411 -0.278 0.066
C -2.717 -0.937 0.434 -0.248
C -3.271 0.278 0.148 -0.741
H -1.208 -3.213 0.867 0.298
H -0.094 -2.974 -0.623 0.349
H -1.292 -0.902 -1.217 0.407
H -3.282 -1.692 1.004 0.268
H -4.206 0.584 0.563 0.287
H -2.785 0.920 -0.548 0.215
```

3.
Here is the ion C7H14N with charge +1 from OMol25. Energies are from ωB97M-V/def2-TZVPD.

Summary:
- ΔE to the lowest compared entry with this formula, charge and spin: 524.9 kJ/mol
- HOMO (spin up / spin down): -12.15 / -12.72 eV
- Charge: +1
- Multiplicity: 1

Geometry as XYZ:
```
22
Properties=species:S:1:pos:R:3:mulliken_charge:R:1
C -2.494 -0.014 -0.635 -0.184
C -3.024 0.629 0.368 -0.567
C -1.435 -1.030 -1.002 -0.324
C -0.150 -0.833 -0.072 0.237
C -0.279 -0.692 1.347 -0.800
C 0.733 1.353 -0.657 -0.858
C 2.256 -0.514 -0.296 -0.878
N 0.946 -0.132 -0.767 -0.054
H -2.306 0.863 1.281 0.242
H -3.812 1.337 0.238 0.342
H -1.842 -1.950 -0.912 0.470
H -1.049 -0.764 -2.003 0.234
H -0.569 -1.602 1.938 0.309
H -1.169 0.038 1.614 -0.075
H 0.607 -0.099 1.772 0.220
H 1.439 1.932 -1.182 0.396
H -0.157 1.508 -1.103 0.435
H 0.627 1.571 0.401 0.354
H 2.492 -1.617 -0.475 0.355
H 3.088 -0.004 -0.803 0.378
H 2.363 -0.396 0.805 0.372
H 1.012 -0.493 -1.735 0.394
```

4.
Here is a cluster of 2 separate species, C7H14N2 in total from OMol25. Energies are from ωB97M-V/def2-TZVPD.

Summary:
- ΔE to the lowest compared entry with this formula, charge and spin: 468.1 kJ/mol
- HOMO (spin up / spin down): -8.12 / -8.12 eV
- Multiplicity: 1

Geometry as XYZ:
```
23
Properties=species:S:1:pos:R:3:mulliken_charge:R:1
C 0.630 -1.261 0.554 0.240
C 1.358 0.685 -0.393 -0.006
C -3.010 0.333 0.477 -1.015
C 0.728 -2.257 -0.580 -1.273
C 1.633 1.574 0.776 -1.296
C 0.408 1.118 -1.386 -0.784
N -0.467 -1.536 1.540 -0.816
N -1.562 0.377 0.397 -0.385
C -0.842 -0.559 0.838 0.448
H 1.552 -1.122 1.111 0.492
H 2.167 0.038 -0.706 0.470
H -3.418 -0.620 0.122 0.346
H -3.350 0.488 1.506 0.277
H -3.423 1.138 -0.133 0.325
H -0.179 -2.247 -1.186 0.275
H 1.577 -2.051 -1.236 0.324
H 0.858 -3.265 -0.176 0.365
H 2.173 1.062 1.572 0.334
H 0.704 1.977 1.180 0.316
H 2.253 2.417 0.445 0.419
H 0.470 0.596 -2.338 0.291
H 0.368 2.203 -1.505 0.393
H -0.629 0.913 -0.878 0.261
```

5.
Here is a cluster of 2 separate species, C7H14N2 in total from OMol25. Energies are from ωB97M-V/def2-TZVPD.

Summary:
- ΔE to the lowest compared entry with this formula, charge and spin: 106.4 kJ/mol
- HOMO: -8.48 eV
- Multiplicity: 1
- SMILES: Cc1c[nH]cn1.CCC

Geometry as XYZ:
```
23
Properties=species:S:1:pos:R:3:mulliken_charge:R:1
C 3.207 1.470 -1.173 -1.089
C 0.441 2.129 1.018 -0.106
C 1.918 1.593 -0.484 0.695
C 0.686 1.200 -1.024 -0.530
N 1.689 2.214 0.699 -0.710
N -0.216 1.488 -0.033 -0.107
H -0.206 2.396 1.838 0.391
H -1.191 1.338 -0.233 0.215
H 0.313 0.855 -1.970 0.358
H 3.066 0.605 -1.806 0.293
H 3.968 1.183 -0.424 0.298
H 3.689 2.309 -1.669 0.276
C -1.298 -1.946 0.040 -0.348
C -2.877 -1.972 0.222 -1.004
C -0.519 -1.215 1.142 -0.902
H -1.069 -3.038 -0.077 0.344
H -1.044 -1.599 -0.963 0.276
H -3.317 -1.215 -0.447 0.264
H 0.344 -0.713 0.708 0.088
H -1.139 -0.377 1.454 0.317
H -0.191 -1.974 1.850 0.373
H -3.159 -3.003 0.060 0.317
H -3.095 -1.729 1.272 0.292
```

6.
Here is a cluster of 2 separate species, C7H14N2 in total from OMol25. Energies are from ωB97M-V/def2-TZVPD.

Summary:
- ΔE to the lowest compared entry with this formula, charge and spin: 88.3 kJ/mol
- HOMO: -8.64 eV
- Multiplicity: 1
- SMILES: CCc1c[nH]cn1.CC

Geometry as XYZ:
```
23
Properties=species:S:1:pos:R:3:mulliken_charge:R:1
C 0.960 1.626 0.417 0.068
C 2.226 1.053 1.052 -1.218
C 0.830 1.219 -1.033 0.412
C -0.177 0.481 -1.614 -0.569
C 1.189 1.365 -3.120 -0.278
N 1.717 1.752 -1.945 -0.617
N 0.235 0.455 -2.946 -0.082
H 0.133 1.087 0.899 0.095
H 1.029 2.706 0.544 0.261
H 3.062 1.751 1.128 0.310
H -1.035 -0.042 -1.241 0.259
H 1.584 1.694 -4.068 0.416
H -0.367 0.208 -3.723 0.250
H 2.666 0.218 0.506 0.345
H 2.148 0.761 2.100 0.347
C -2.145 -2.025 2.389 -0.901
C -2.010 -2.010 0.864 -0.611
H -1.541 -2.800 2.874 0.276
H -1.670 -1.111 2.744 0.270
H -3.160 -2.094 2.764 0.275
H -1.057 -2.480 0.586 0.301
H -1.958 -1.043 0.400 0.024
H -2.656 -2.772 0.424 0.369
```

7.
Here is an isolated molecule of C7H14N2 from OMol25. Energies are from ωB97M-V/def2-TZVPD.

Summary:
- ΔE to the lowest compared entry with this formula, charge and spin: 105.9 kJ/mol
- HOMO: -7.62 eV
- Multiplicity: 1
- SMILES: C/C=C(/N)C(N)=C(C)C

Geometry as XYZ:
```
23
Properties=species:S:1:pos:R:3:mulliken_charge:R:1
C 1.344 0.554 -1.219 -1.432
C 2.400 -1.109 0.389 -1.642
C -1.979 0.248 -1.768 -1.288
C -0.030 -0.577 0.538 -0.045
C -0.979 0.596 0.526 0.681
C 1.168 -0.332 -0.021 1.048
N -0.262 -1.527 1.533 -0.526
N -0.884 1.363 1.698 -0.518
C -1.831 0.927 -0.448 -0.600
H -1.015 -1.334 2.177 0.242
H 0.549 -1.986 1.923 0.170
H -0.555 0.870 2.508 0.236
H -1.691 1.935 1.894 0.225
H -2.541 1.727 -0.250 0.333
H 2.388 0.856 -1.335 0.446
H 0.760 1.464 -1.119 0.343
H 1.058 0.028 -2.151 0.217
H 2.463 -2.059 -0.163 0.288
H 2.407 -1.333 1.456 0.443
H 3.289 -0.539 0.154 0.402
H -1.396 -0.666 -1.790 0.285
H -3.020 -0.004 -1.947 0.408
H -1.642 0.898 -2.583 0.284
```

8.
Here is a cluster of 2 separate species, C7H14N2 in total from OMol25. Energies are from ωB97M-V/def2-TZVPD.

Summary:
- ΔE to the lowest compared entry with this formula, charge and spin: 60.7 kJ/mol
- HOMO: -8.57 eV
- Multiplicity: 1
- SMILES: Cc1c[nH]cn1.CCC

Geometry as XYZ:
```
23
Properties=species:S:1:pos:R:3:mulliken_charge:R:1
C 0.094 2.838 0.879 -0.203
C -0.166 1.994 -0.429 -0.660
C 1.532 2.535 1.345 -1.312
H 0.062 3.909 0.696 0.277
H -0.563 2.392 1.624 0.285
H -1.022 1.367 -0.196 -0.087
H 1.703 2.950 2.332 0.344
H 1.755 1.470 1.360 0.372
H 2.237 3.039 0.675 0.325
H -0.363 2.614 -1.300 0.326
H 0.762 1.464 -0.618 0.320
C -2.051 -1.311 -1.170 -1.199
C 1.303 -2.360 -0.526 -0.275
C -0.787 -1.969 -0.731 0.831
C -0.669 -3.068 0.062 -0.632
N 0.459 -1.547 -1.111 -0.529
N 0.666 -3.275 0.272 -0.062
H 2.345 -2.111 -0.452 0.386
H 1.201 -4.021 0.681 0.193
H -1.418 -3.736 0.408 0.410
H -1.891 -0.745 -2.092 0.322
H -2.261 -0.488 -0.475 0.204
H -2.929 -1.943 -1.233 0.364
```

9.
Here is a cluster of 2 separate species, C7H14N2 in total from OMol25. Energies are from ωB97M-V/def2-TZVPD.

Summary:
- ΔE to the lowest compared entry with this formula, charge and spin: 178.0 kJ/mol
- HOMO: -7.97 eV
- Multiplicity: 1
- SMILES: [H]/N=C(/C)C=C.C=CNC

Geometry as XYZ:
```
23
Properties=species:S:1:pos:R:3:mulliken_charge:R:1
C 2.509 -1.040 -0.049 -1.024
N 2.062 0.337 -0.027 -0.088
C 1.274 0.790 1.027 -0.063
C 0.690 0.034 1.961 -1.004
H 2.762 0.999 -0.339 0.258
H 1.160 1.867 1.039 0.366
H 3.001 -1.339 0.868 0.377
H 3.199 -1.165 -0.881 0.333
H 1.642 -1.670 -0.227 0.238
H 0.034 0.483 2.683 0.282
H 0.744 -1.037 1.960 0.322
C -1.619 -1.317 -0.427 -1.520
C -0.992 -0.115 -1.064 1.089
C -1.600 1.204 -0.824 -0.146
C -2.625 1.448 -0.018 -0.872
N 0.004 -0.304 -1.851 -0.652
H 0.314 0.530 -2.349 0.219
H -1.129 2.022 -1.359 0.256
H -2.693 -1.354 -0.621 0.489
H -1.466 -1.272 0.655 0.303
H -1.150 -2.217 -0.825 0.321
H -3.129 0.668 0.527 0.250
H -2.991 2.447 0.140 0.264
```

10.
Here is a cluster of 2 separate species, C7H14N2 in total from OMol25. Energies are from ωB97M-V/def2-TZVPD.

Summary:
- ΔE to the lowest compared entry with this formula, charge and spin: 197.1 kJ/mol
- HOMO (spin up / spin down): -13.78 / -13.79 eV
- ⟨S²⟩: 0.763
- Charge: +1
- Multiplicity: 2

Geometry as XYZ:
```
23
Properties=species:S:1:pos:R:3:mulliken_charge:R:1
C -1.415 -2.818 2.133 -1.111
C 1.279 -1.287 0.384 -0.264
C -0.589 -2.285 1.184 0.694
C -0.438 -2.481 -0.197 -0.144
N 0.449 -1.414 1.428 -0.411
N 0.715 -1.933 -0.712 0.031
H 2.199 -0.723 0.348 0.405
H 1.128 -2.216 -1.611 0.281
H -0.943 -3.058 -0.912 0.451
H -2.146 -2.058 2.727 0.334
H -0.840 -2.983 3.007 0.368
H -2.032 -3.684 1.786 0.332
C 0.100 2.011 -1.260 0.226
C -1.024 2.932 -0.596 -1.001
C 1.501 2.347 -0.795 -1.381
H -0.123 0.865 -0.858 -0.165
H 0.195 1.994 -2.349 0.327
H -1.104 3.832 -1.247 0.299
H 1.582 2.518 0.176 0.484
H 2.275 1.619 -1.122 0.295
H 1.745 3.317 -1.344 0.339
H -1.850 2.256 -0.625 0.354
H -0.665 3.247 0.456 0.258
```